Computed, not measured: a molecular structure, C3Na6O9 in a non-equilibrium geometry, with ωB97M-V/def2-TZVPD.

Structure (ORCA input):
```
! RIJCOSX wB97M-V def2-TZVPD def2/J DEFGRID3
* xyz 0 1
Na 2.43 -2.52 -2.75
Na -2.27 1.61 -1.14
Na 0.20 0.43 -3.66
Na -2.13 -2.95 -1.38
Na 1.23 -0.57 1.71
Na 1.40 -3.02 0.29
C 2.72 1.93 1.25
O 2.29 1.62 2.40
O 3.87 1.47 0.80
O 1.87 2.41 0.64
C -0.14 -0.66 -1.25
O 0.65 -1.60 -1.68
O 0.22 0.16 -0.44
O -1.35 -0.64 -1.63
C -2.79 0.62 1.77
O -3.75 0.04 2.04
O -2.84 1.61 1.16
O -1.62 0.06 1.87
*
```

- HOMO: -5.14 eV
- Frontier orbital gap: 2.46 eV
- ΔE to the lowest compared entry with this formula, charge and spin: 9.694 eV

Here are the Löwdin charges for atoms 1 to 2, given in e:
1 Na 0.471
2 Na 0.663